This record from the Open Molecules 2025 dataset describes a molecular structure, C16H27BF7KNO3S. The level of theory is the ωB97M-V functional and the def2-TZVPD basis.

## Properties
Total charge: +1

Structure (XYZ):
```
57
Properties=species:S:1:pos:R:3:forces:R:3
H 1.817 0.606 -1.077 0.37 1.05 1.09
C 6.077 -1.659 1.677 0.06 -1.00 0.10
H -0.237 1.652 -1.718 -0.73 1.17 0.44
H 5.556 -2.585 2.093 0.48 1.25 -0.71
H -7.006 -0.577 3.119 0.56 -0.34 0.12
H -4.071 1.124 -1.088 0.12 0.16 1.33
K -3.066 -1.124 4.417 -0.04 0.12 1.73
C -2.651 2.293 0.237 -0.29 0.68 0.11
C 2.417 1.322 -0.427 1.33 0.23 -0.73
H 2.417 0.982 0.659 -0.33 0.41 -1.33
H 4.564 1.494 1.225 0.64 -0.42 -1.16
F -0.818 -5.523 -0.505 -1.76 1.21 -1.58
H -0.238 3.404 -2.231 -0.37 -1.02 1.19
C -2.091 2.904 -1.132 0.32 -0.42 -0.43
H -6.141 -0.235 1.173 1.15 -0.82 0.49
N -6.050 -0.972 3.135 2.09 0.66 -3.21
H 6.896 0.317 0.852 -1.02 -0.42 -1.01
H 0.247 4.173 0.119 0.16 -1.54 -0.08
H -4.092 -2.326 1.184 0.12 1.42 0.56
C -1.691 -5.112 -1.501 1.04 -3.12 -1.31
F -1.487 -3.107 -2.829 -0.49 -0.39 2.96
C -4.021 -1.238 1.553 -0.65 -0.61 0.50
H 4.105 0.245 -1.567 -0.26 1.27 1.09
S -1.703 -0.862 -0.486 3.34 5.22 -1.96
C 1.939 2.836 -0.615 -0.92 -0.19 -0.14
F -2.857 -5.857 -1.378 2.14 1.96 0.05
H 7.054 -1.998 1.201 -0.97 0.40 0.87
F -3.343 -3.342 -1.581 2.37 -0.07 0.32
O -0.496 -0.167 0.120 -3.18 -2.57 0.05
H 5.664 2.266 -0.040 -0.70 -1.03 0.54
H -2.633 2.432 -2.026 0.65 0.64 1.31
C -0.527 2.693 -1.376 0.26 0.70 0.23
H -3.362 -1.283 2.501 -1.31 -0.13 -3.08
H -3.132 3.166 0.807 0.54 -1.42 -0.72
O -1.849 -0.352 -1.886 -0.61 -2.51 2.51
H 6.440 -0.101 -0.897 -0.71 0.27 1.30
C -3.814 1.161 0.020 1.06 -0.24 0.27
H 1.965 3.048 -1.742 0.14 -0.16 1.55
C 0.405 3.069 -0.135 0.93 -0.05 -0.95
H 6.272 -0.955 2.553 -0.18 -0.71 -1.16
C -5.502 -0.775 1.939 -1.09 -0.05 2.07
H 0.273 2.393 0.772 -0.20 1.01 -1.10
H 2.618 3.598 -0.105 -0.69 -1.23 -0.56
B -3.285 -0.327 0.436 -1.60 1.23 0.52
H -2.339 4.022 -1.169 0.46 -1.55 0.16
C -1.928 -3.532 -1.583 -2.03 -0.02 -1.22
F 0.053 -2.823 -0.425 -2.90 0.47 -0.02
C 5.038 1.348 0.206 0.64 -0.14 -1.76
H 4.061 2.069 -1.709 0.06 -1.25 0.98
H -1.825 1.910 0.926 -0.97 0.46 -1.15
H -4.691 1.505 0.648 0.80 -0.77 -0.91
C -1.357 -2.691 -0.360 2.98 -2.11 0.26
C 3.945 1.206 -0.962 -0.63 0.48 0.04
O 5.272 -1.055 0.641 1.59 0.41 0.73
F -1.707 -3.236 0.908 -0.02 1.27 -2.58
F -1.107 -5.516 -2.720 -1.23 0.93 2.61
C 6.022 0.091 0.148 -0.51 1.23 0.83
```
Forces are in eV/Å.



This record from the Open Molecules 2025 dataset describes a molecular structure, C16H27BFNO8SZr. The level of theory is the ωB97M-V functional and the def2-TZVPD basis.

## Properties
Total charge: +4
Energy relative to the best compared isomer or geometry (same formula, charge and spin) (kcal per mole): 0.00

Structure (XYZ):
```
56
Properties=species:S:1:pos:R:3:forces:R:3
O -2.947 -3.296 0.398 -0.25 2.11 0.58
C -0.789 -4.083 -0.979 0.69 0.12 0.00
H 3.584 1.666 -0.341 0.11 -0.27 -0.19
Zr -3.566 -2.420 2.919 -1.43 -1.35 -0.76
O 1.404 -1.976 -0.047 -0.92 0.32 1.07
H 0.048 2.198 -1.579 -0.05 -0.18 0.13
H 2.066 1.911 -1.188 -0.14 -0.21 -0.05
C -0.394 2.750 -0.750 -0.17 -0.14 -0.85
C 1.053 -0.634 -0.468 2.13 -1.14 0.23
C 3.310 4.323 2.060 -1.14 -0.19 -0.60
H -1.521 -4.805 -1.343 -0.41 0.28 0.03
C 2.504 1.601 -0.248 -0.10 0.34 1.33
C -0.672 -1.649 0.921 1.77 -0.59 1.12
H -0.410 -3.416 -1.746 -0.33 0.15 -0.11
H 2.542 -1.863 -3.691 -0.06 0.22 -0.07
H 1.655 -2.906 -2.605 0.01 -0.06 0.17
H 0.058 -4.666 -0.611 0.05 0.11 0.26
O 2.131 2.629 0.723 0.45 -0.01 -0.62
H -2.840 -0.070 1.329 0.14 0.14 -0.22
H 4.286 4.660 1.723 0.18 0.01 0.19
C -0.570 -0.418 -0.146 0.31 -0.83 2.38
C 2.267 -2.005 -2.647 0.03 0.02 0.72
H 2.531 4.911 1.574 0.13 0.10 -0.12
H -3.522 -1.509 -1.183 0.04 -0.08 -0.10
H -2.880 2.581 0.738 -0.11 0.24 -0.02
F -1.417 0.350 -2.244 0.39 0.76 0.16
H -1.393 -1.513 -1.737 0.15 -0.20 0.22
B 1.524 -0.721 -2.077 -0.17 0.23 -1.85
O -1.117 -4.112 1.594 0.54 0.60 0.91
H -1.876 -1.916 2.375 1.62 -0.05 -0.59
H -1.969 2.095 2.233 -0.28 -0.09 0.04
H 1.974 0.300 -3.599 -0.31 0.29 -0.49
C -3.112 -0.550 -0.886 -0.20 -0.32 0.80
H 3.009 -0.399 0.289 -0.07 -0.22 -0.09
C 0.838 -2.141 1.202 0.07 -0.04 -0.23
H -3.627 0.155 -1.534 0.33 0.26 -0.15
C -3.596 -0.285 0.565 0.00 -0.10 0.09
N -0.520 0.715 0.698 -0.52 -0.15 -2.53
S -1.467 -3.285 0.469 -0.94 -2.86 0.12
H 0.342 3.479 -0.389 -0.14 -0.12 0.39
O -1.080 -1.328 2.223 -1.08 0.61 -0.46
H 1.886 0.328 1.358 -0.29 -0.11 0.32
C -1.599 -0.558 -1.246 -0.87 -0.31 -0.74
O 1.288 -2.524 2.221 -0.56 0.43 -1.47
H 3.180 -2.193 -2.075 -0.03 -0.16 0.06
O 1.328 0.322 -2.876 0.24 0.28 0.94
H -1.254 3.320 -1.114 -0.04 0.06 0.04
C 3.133 2.872 1.646 0.19 0.88 1.11
C -1.931 2.592 1.269 1.02 -0.64 0.18
H -4.306 0.537 0.589 -0.15 -0.01 0.13
C 2.105 0.210 0.296 0.50 0.71 -1.43
C -0.901 1.886 0.358 -0.14 1.71 0.81
H -1.545 3.600 1.427 -0.22 0.18 -0.23
O 3.793 1.993 2.114 -0.26 -0.55 -0.60
H 3.168 4.433 3.130 0.43 -0.15 0.17
H -4.185 -1.172 0.907 -0.14 0.03 -0.16
```
Forces are in eV/Å.



This record from the Open Molecules 2025 dataset describes a molecular structure, C16H27BrClFMgO7S. The level of theory is the ωB97M-V functional and the def2-TZVPD basis.

## Properties
Total charge: +2

Structure (XYZ):
```
55
Properties=species:S:1:pos:R:3:forces:R:3
C 0.209 1.779 6.263 0.14 -0.05 0.00
C -0.004 1.835 3.891 -0.14 0.00 0.43
H 0.733 -0.286 5.952 0.14 0.03 0.05
H -0.399 1.104 1.916 -0.14 0.07 -0.08
Br 1.667 3.138 -5.518 -0.07 0.22 -0.11
H 0.879 1.184 3.813 -0.05 -0.06 0.12
C -0.779 -0.645 -1.576 0.44 -1.05 -0.79
H 2.550 -1.894 -0.909 0.02 -0.03 0.02
H 0.102 1.789 -1.985 0.12 0.04 0.08
H -2.676 -2.451 1.970 0.12 -0.10 -0.25
H -0.021 0.747 -4.843 0.06 0.09 0.01
O -1.858 0.364 3.216 0.88 0.67 -0.02
H -1.615 2.364 2.595 -0.06 -0.20 0.07
H -1.001 -1.878 2.117 0.07 0.07 -0.14
H -0.461 -0.033 7.214 0.06 0.03 0.07
H 2.092 -0.830 -3.558 -0.03 0.12 0.15
C 0.449 0.376 6.775 -0.20 -0.12 -0.23
F -1.327 0.538 -0.953 -0.12 0.86 0.74
H 0.076 -1.768 0.031 -0.10 -0.14 0.16
C -0.447 1.125 -3.916 -0.13 -0.04 0.20
C -0.979 1.378 2.814 -0.45 -0.68 -0.29
O 3.090 0.881 -4.975 0.97 -1.21 -0.71
O -0.662 1.753 5.101 -0.10 0.13 -0.02
C 1.195 -1.277 -3.122 -0.25 -0.30 -0.10
H 1.302 -0.215 -1.231 -0.11 -0.01 0.04
C 2.379 1.662 -4.487 -0.83 0.99 0.56
C 0.532 1.118 -2.723 0.01 -0.14 -0.22
H -1.084 -2.710 -0.979 0.42 0.01 -0.25
H -2.467 0.214 1.216 -0.20 0.07 -0.18
O -2.954 1.024 -3.152 -0.03 -0.07 0.33
O -2.197 -0.551 -4.930 -0.17 0.12 0.23
H -3.567 -0.423 2.524 0.06 0.01 -0.06
C 2.303 -2.855 -1.365 0.04 -0.28 -0.10
H 2.302 -3.027 -3.492 -0.13 0.00 -0.06
H 1.704 -3.456 -0.681 -0.06 0.21 0.07
H 0.309 2.865 3.666 0.16 -0.08 -0.13
C -2.523 -0.333 2.204 -0.81 0.54 1.06
H 1.249 0.365 7.515 -0.06 0.01 0.04
H 2.029 2.706 -2.691 -0.03 -0.03 -0.03
O -1.971 -1.409 0.307 -0.05 -0.62 -0.72
C 1.949 1.677 -3.041 -0.15 0.00 0.22
H -0.841 2.131 -4.051 0.16 -0.02 -0.35
C 0.626 -0.291 -2.088 -0.01 0.41 0.09
Cl 0.240 -3.853 -2.875 -0.12 -0.05 0.00
C -0.868 -1.750 -0.520 -0.37 0.08 0.30
Mg -2.578 2.045 0.940 0.36 -0.69 -0.58
H -0.303 2.393 7.001 0.05 0.04 -0.04
C 1.606 -2.699 -2.723 0.38 0.10 0.13
S -1.964 0.173 -3.735 0.23 0.17 -0.67
H 1.150 2.263 5.990 -0.05 0.09 0.03
H 0.481 -1.376 -3.942 0.10 0.02 -0.05
H 3.233 -3.409 -1.489 0.01 0.09 0.01
C -1.980 -1.662 1.674 0.30 0.19 0.36
H 2.689 1.074 -2.510 0.01 0.09 0.03
O -1.599 -0.984 -2.643 -0.27 0.41 0.59
```
Forces are in eV/Å.



This record from the Open Molecules 2025 dataset describes a single C16H27Cl2N3O3S molecule. The level of theory is the ωB97M-V functional and the def2-TZVPD basis.

## Properties
SMILES: CCCCO[C@](C#N)(CN)[C@](C#N)(CCCCS(=O)(=O)Cl)[C@@H](Cl)CC

Structure (XYZ):
```
52
Properties=species:S:1:pos:R:3:forces:R:3
H -2.109 1.244 0.933 0.67 0.22 -0.27
H 5.026 0.302 0.441 -0.56 0.39 0.12
H 5.097 0.091 3.446 -0.03 -0.47 -0.27
H 3.026 -1.253 -0.379 -0.48 0.69 -0.42
C -1.966 2.522 -0.795 -0.40 0.74 0.21
C 2.984 -0.144 -0.317 2.02 0.71 1.39
C 5.094 -0.888 2.930 -0.01 -0.42 -0.16
H -1.745 -2.972 1.285 -0.64 0.53 0.03
C -3.093 -2.470 -0.468 1.01 -0.79 -0.46
C -1.863 4.058 -0.486 -0.26 -0.55 -0.50
Cl -4.368 -0.341 1.774 0.33 -0.24 -0.24
H -0.882 -2.443 -0.902 -0.45 0.38 0.03
N 1.143 -1.415 -2.845 0.46 -2.10 -2.03
N -0.180 -1.162 1.870 0.61 -2.26 3.40
O -3.392 -2.356 3.533 0.59 0.77 -0.72
H 3.386 0.329 -1.237 -0.73 -0.30 0.16
H -1.535 -0.047 -2.290 0.09 -0.06 0.73
H -2.764 -0.003 -1.032 0.82 0.02 0.23
H -3.455 -3.332 -1.070 0.09 0.55 0.44
H -3.903 -1.720 -0.509 0.46 -0.36 0.25
C 3.995 0.234 0.841 -0.69 -2.02 0.06
H 0.650 2.699 -1.164 0.09 -0.75 0.16
H -1.615 2.315 -1.827 -0.08 0.10 0.73
H 1.263 1.898 -3.736 -0.25 -0.32 0.13
C -0.434 -0.608 0.932 -0.78 3.05 -4.71
C 1.034 1.807 -1.684 0.03 0.15 -1.59
H 6.098 -1.071 2.490 -0.54 0.30 0.22
C -1.288 1.598 0.275 -0.59 -0.15 -0.08
H 2.127 1.968 -1.808 -0.58 -0.41 0.67
H 3.003 -1.076 2.334 0.50 0.17 -0.43
H -2.662 4.593 -1.045 0.67 -0.32 0.11
H -3.062 -4.112 0.971 -0.18 0.76 0.42
O 1.713 0.348 0.099 -0.10 -0.49 -1.27
H -3.054 2.293 -0.804 0.70 -0.14 0.06
C -1.810 -1.933 -1.221 -1.09 0.15 -0.64
S -3.945 -2.316 2.211 -0.43 -2.68 1.69
C 0.766 0.447 -0.966 0.86 0.01 -0.24
H -0.110 2.557 -3.240 0.04 -0.29 0.04
H -1.970 -2.241 -2.279 0.31 0.20 0.63
C 3.993 -0.984 1.833 0.22 0.29 0.74
H 4.152 -1.945 1.293 -0.10 0.69 0.11
N 0.493 1.749 -3.083 0.07 0.94 0.32
H -0.865 4.407 -0.817 -0.62 0.17 0.47
C -0.655 0.276 -0.311 -0.52 -0.22 1.43
C -2.798 -3.034 0.964 -0.38 0.38 -0.70
H 4.947 -1.687 3.690 0.04 0.56 -0.40
C 1.005 -0.647 -2.034 -0.94 2.93 3.20
H -2.053 4.279 0.581 0.39 -0.17 -0.54
O -5.168 -3.068 2.084 0.17 0.94 -0.92
Cl -0.167 2.477 1.413 -0.29 -0.39 -0.49
C -1.733 -0.364 -1.241 0.08 -0.65 -0.67
H 3.647 1.140 1.369 0.42 -0.27 -0.44
```
Forces are in eV/Å.



HOMO-LUMO gap for every record listed, in sequence, given in hartree: 0.251 0.116 0.150 0.372.
Highest occupied orbital energy for every record listed, in sequence, given in eV: -11.11 -20.70 -15.02 -10.32.